# 1
This record from the OMol25 dataset describes a single C6H9ClO molecule. The level of theory is the ωB97M-V functional and the def2-TZVPD basis.

Geometry as XYZ:
```
17
Properties=species:S:1:pos:R:3
O -0.774 -1.296 -1.025
C -0.351 -0.442 0.112
C -1.266 -0.963 1.245
Cl -0.995 0.248 2.657
C 1.156 -0.502 0.255
C 1.691 0.649 -0.710
C 0.629 1.390 -1.038
C -0.692 0.999 -0.384
H -0.248 -1.145 -1.868
H -2.309 -0.843 1.036
H -0.893 -1.843 1.673
H 1.623 -1.488 0.077
H 1.436 -0.316 1.316
H 2.735 0.644 -1.224
H 0.744 2.217 -1.704
H -1.728 1.044 -0.971
H -0.758 1.647 0.554
```

## Properties
- Spin multiplicity: 1
- Lowest unoccupied orbital energy: 0.9 eV
- Max |F|: 3.7 eV Å⁻¹
- Charge: 0
- SMILES: OC1(CCl)CC=CC1



# 2
This record from the OMol25 dataset describes a single C6H9ClOS molecule. The level of theory is the ωB97M-V functional and the def2-TZVPD basis.

Geometry as XYZ:
```
18
Properties=species:S:1:pos:R:3
C 1.050 1.664 0.325
C 0.102 0.852 -0.166
C 0.506 -0.624 -0.156
C 1.998 -0.640 0.291
C -1.100 1.429 -0.997
C -1.504 -1.531 0.735
O -0.159 -1.249 0.865
S 2.334 0.948 1.143
Cl 3.094 -0.935 -1.052
H 0.908 2.768 0.459
H 0.364 -1.119 -1.111
H 2.264 -1.473 0.989
H -1.275 2.527 -0.768
H -1.960 0.916 -0.585
H -1.051 1.258 -2.090
H -1.793 -2.280 1.547
H -1.769 -1.843 -0.230
H -2.009 -0.667 0.802
```

## Properties
- Spin multiplicity: 3
- Lowest unoccupied orbital energy (spin up / spin down): 0.8 / -1.8 eV
- Max |F|: 8.3 eV Å⁻¹
- Expectation value of S²: 2.0073
- Charge: 0



# 3
This record from the OMol25 dataset describes a single C6H9ClS molecule. The level of theory is the ωB97M-V functional and the def2-TZVPD basis.

Geometry as XYZ:
```
17
Properties=species:S:1:pos:R:3
C -1.715 -0.872 -1.045
C -0.504 -0.957 -0.089
C -1.987 -0.695 0.408
C 0.762 -0.152 -0.182
C -2.515 0.631 1.023
C 3.453 0.393 -0.134
S 2.339 -0.953 0.260
Cl 0.687 1.516 0.324
H -1.762 0.026 -1.557
H -1.800 -1.751 -1.721
H -0.136 -1.906 -0.100
H -2.380 1.484 0.316
H -3.396 0.442 1.576
H -1.891 1.011 1.928
H 2.888 0.872 -0.934
H 4.189 -0.142 -0.702
H 3.766 1.052 0.628
```

## Properties
- Spin multiplicity: 1
- Lowest unoccupied orbital energy (spin up / spin down): -0.2 / -0.1 eV
- Max |F|: 3.6 eV Å⁻¹
- Charge: 0



# 4
This record from the OMol25 dataset describes a molecular structure, C6H9CrO4. The level of theory is the ωB97M-V functional and the def2-TZVPD basis.

Geometry as XYZ:
```
20
Properties=species:S:1:pos:R:3
O 2.451 -0.861 0.167
C 1.401 -1.476 -0.200
O 1.165 -1.542 -1.447
O 0.469 -1.612 0.704
C -0.673 -0.729 0.852
Cr 2.973 -0.986 -1.692
H -0.392 -0.155 -0.045
H -0.584 -0.812 1.948
C -2.482 -1.434 1.315
C -3.051 -0.240 0.788
H -2.455 -2.349 0.716
H -2.650 -1.580 2.389
H -3.966 -0.345 0.195
C -2.151 0.791 0.437
C -2.455 1.550 -0.833
O -1.341 2.351 -1.186
H -1.656 1.405 1.198
H -3.349 2.175 -0.667
H -2.691 0.842 -1.647
H -1.141 2.217 -2.115
```

## Properties
- Spin multiplicity: 5
- Lowest unoccupied orbital energy (spin up / spin down): -5.8 / -5.9 eV
- Max |F|: 5.4 eV Å⁻¹
- Expectation value of S²: 6.0324
- Charge: +1



# 5
This record from the OMol25 dataset describes a molecular structure, C6H9DyLiO2. The level of theory is the ωB97M-V functional and the def2-TZVPD basis.

Geometry as XYZ:
```
19
Properties=species:S:1:pos:R:3
C -1.562 -0.475 0.326
H -1.163 -1.082 1.133
H -0.525 -0.234 0.219
C 0.991 -1.742 0.314
C 1.977 -0.766 0.681
C 2.645 -0.028 -0.264
O 2.506 1.311 -0.409
Li 4.059 2.270 -0.483
H 0.697 -1.748 -0.741
H 0.553 -2.334 1.119
H 1.961 -0.402 1.715
H 3.283 -0.520 -1.012
H -2.919 1.618 0.867
O -1.434 1.905 -0.593
C -2.295 1.126 0.108
C -2.847 -0.184 -0.386
H -3.773 -0.521 0.093
H -2.785 -0.295 -1.476
Dy 0.631 2.100 -1.211
```

## Properties
- Spin multiplicity: 7
- Lowest unoccupied orbital energy (spin up / spin down): -9.6 / -9.8 eV
- Max |F|: 3.8 eV Å⁻¹
- Expectation value of S²: 12.0317
- Charge: +2



# 6
This record from the OMol25 dataset describes a single C6H9F3 molecule. The level of theory is the ωB97M-V functional and the def2-TZVPD basis.

Geometry as XYZ:
```
18
Properties=species:S:1:pos:R:3
C -0.561 -2.025 0.669
C -0.463 -0.809 0.155
C 0.821 -0.027 0.041
C 1.202 0.264 -1.383
C 0.784 1.264 0.921
C -1.822 0.102 -0.149
F -1.631 0.981 -1.094
F -2.858 -0.735 -0.349
F -2.135 0.852 0.890
H -1.499 -2.507 0.836
H 0.434 -2.417 0.965
H 1.535 -0.695 0.513
H 0.821 1.297 -1.807
H 2.247 0.301 -1.563
H 0.783 -0.413 -2.116
H -0.107 1.702 0.685
H 1.612 1.894 0.792
H 0.838 0.969 1.994
```

## Properties
- Spin multiplicity: 1
- Lowest unoccupied orbital energy: 1.0 eV
- Max |F|: 4.2 eV Å⁻¹
- Charge: 0
- SMILES: C=C(C(C)C)C(F)(F)F



# 7
This record from the OMol25 dataset describes a single C6H9F3 molecule. The level of theory is the ωB97M-V functional and the def2-TZVPD basis.

Geometry as XYZ:
```
18
Properties=species:S:1:pos:R:3
C -0.091 0.136 0.478
C -1.041 -0.831 -0.069
C -2.218 0.148 -0.256
C -0.115 0.448 1.929
C 0.733 0.991 -0.416
C -0.711 -1.548 -1.368
F -1.435 -1.775 0.860
F -2.717 0.800 0.809
F -2.112 1.023 -1.280
H 0.893 0.695 2.259
H -0.491 -0.391 2.512
H -0.750 1.314 2.142
H 0.879 1.974 0.029
H 0.281 1.115 -1.398
H 1.717 0.539 -0.563
H -1.565 -2.156 -1.656
H 0.150 -2.193 -1.208
H -0.492 -0.844 -2.163
```

## Properties
- Spin multiplicity: 1
- Lowest unoccupied orbital energy (spin up / spin down): 0.5 / 0.5 eV
- Max |F|: 0.5 eV Å⁻¹
- Charge: 0



# 8
This record from the OMol25 dataset describes a molecular structure, C6H9F3N2O7S2. The level of theory is the ωB97M-V functional and the def2-TZVPD basis.

Geometry as XYZ:
```
29
Properties=species:S:1:pos:R:3
N -0.252 -1.258 -4.212
C -0.905 -1.533 -2.993
O -2.018 -1.940 -2.969
C -0.177 -1.312 -1.652
C -0.684 -0.006 -0.973
C -0.196 0.196 0.511
S 0.817 -1.131 1.243
O 0.012 -2.294 1.401
O 1.986 -1.441 0.483
C 1.419 -0.669 2.966
F 0.578 0.136 3.576
F 1.428 -1.807 3.621
F 2.629 -0.215 2.957
O -1.459 0.179 1.260
S -2.005 1.692 1.372
O -2.344 2.320 0.136
O -3.013 1.907 2.327
O -0.518 2.307 1.704
C 0.274 1.669 0.674
N 1.662 1.892 1.128
H -0.367 -2.074 -4.812
H 0.748 -1.234 -4.007
H 0.907 -1.199 -1.795
H -0.381 -2.210 -1.062
H -1.777 -0.014 -1.001
H -0.358 0.817 -1.621
H 0.163 2.318 -0.203
H 1.620 2.775 1.637
H 2.212 2.130 0.304
```

## Properties
- Spin multiplicity: 1
- Lowest unoccupied orbital energy: 0.0 eV
- Max |F|: 3.3 eV Å⁻¹
- Charge: 0